<a>
Here is the molecule C6H14O from the Open Molecules 2025 dataset. Energies are from ωB97M-V with the def2-TZVPD basis set.

Structure (ORCA input):
```
! RIJCOSX wB97M-V def2-TZVPD def2/J DEFGRID3
* xyz 0 1
C 2.9838 1.5345 1.5970
C 1.4881 1.1889 1.5463
C 1.0755 0.4800 0.2595
O -0.2411 -0.0005 0.4155
C -0.7336 -0.5887 -0.7647
C -2.1973 -0.9445 -0.5679
C -2.7935 -1.6511 -1.7833
H 3.2900 2.0706 0.6918
H 3.2132 2.1809 2.4518
H 3.6219 0.6456 1.6860
H 1.2002 0.5994 2.4274
H 0.8861 2.0976 1.5593
H 1.7595 -0.3415 -0.0177
H 1.0977 1.2225 -0.5474
H -0.1474 -1.4918 -1.0130
H -0.6216 0.1095 -1.6144
H -2.7521 -0.0240 -0.3509
H -2.2800 -1.5808 0.3209
H -2.2720 -2.5927 -1.9918
H -2.7271 -1.0271 -2.6825
H -3.8504 -1.8864 -1.6220
*
```

As for the highest occupied orbital energy: -9.78 eV. As for the HOMO-LUMO gap: 11.0 eV. Its SMILES is CCCOCCC.

<b>
Here is a cluster of 2 separate species, C6H14O in total from the Open Molecules 2025 dataset. Energies are from ωB97M-V with the def2-TZVPD basis set.

Structure (ORCA input):
```
! RIJCOSX wB97M-V def2-TZVPD def2/J DEFGRID3
* xyz 0 1
C 1.6036 2.0209 1.0424
C 0.6743 1.1523 1.4260
C 0.8298 -0.3422 1.3735
C -0.1353 -0.9828 0.3876
O 0.0065 -2.3802 0.4807
C -0.8200 -3.0507 -0.4367
H 2.5657 1.6828 0.6644
H 1.4372 3.0932 1.1070
H -0.2748 1.5358 1.8056
H 0.6311 -0.7716 2.3623
H 1.8495 -0.6211 1.0870
H -1.1688 -0.6735 0.6247
H 0.0873 -0.6418 -0.6370
H -1.8805 -2.8102 -0.2645
H -0.6674 -4.1241 -0.2976
H -0.5702 -2.7914 -1.4781
C -0.8264 1.9441 -1.8461
H -0.9592 2.9450 -2.2722
H -1.8034 1.5398 -1.5763
H -0.3638 1.3022 -2.6052
H -0.2150 1.9736 -0.9475
*
```

As for the highest occupied orbital energy: -9.76 eV. As for the HOMO-LUMO gap: 10.8 eV. Its SMILES is C=CCCOC.C.

<c>
Here is the molecule C6H14O from the Open Molecules 2025 dataset. Energies are from ωB97M-V with the def2-TZVPD basis set.

Structure (ORCA input):
```
! RIJCOSX wB97M-V def2-TZVPD def2/J DEFGRID3
* xyz 0 1
C 0.8740 1.2067 -1.4517
C 0.5506 1.0971 0.0442
C 1.6609 1.5845 0.9810
C 0.1991 -0.3436 0.4400
C -1.0850 -0.8855 -0.1692
C -1.3298 -2.3437 0.1979
O -2.1414 -0.0600 0.3051
H 1.0676 2.2413 -1.7568
H 0.0220 0.8580 -2.0475
H 1.7439 0.6020 -1.7422
H -0.3360 1.7174 0.2247
H 1.9659 2.6197 0.7924
H 2.5536 0.9483 0.9156
H 1.3023 1.5298 2.0168
H 0.0963 -0.3994 1.5327
H 1.0329 -1.0058 0.1638
H -1.0196 -0.8106 -1.2669
H -1.4408 -2.4508 1.2823
H -0.5026 -2.9790 -0.1370
H -2.2461 -2.7125 -0.2798
H -2.9679 -0.4137 -0.0455
*
```

As for the highest occupied orbital energy: -10.22 eV. As for the HOMO-LUMO gap: 11.2 eV. Its SMILES is CC(C)C[C@@H](C)O.

Most stable: <c>

<a>
Here is a cluster of 2 separate species, C6H14O in total from the Open Molecules 2025 dataset. Energies are from ωB97M-V with the def2-TZVPD basis set.

Structure (ORCA input):
```
! RIJCOSX wB97M-V def2-TZVPD def2/J DEFGRID3
* xyz 0 1
C 1.4042 1.5830 -0.3163
C 1.2447 0.5200 0.7437
C 0.0856 0.0851 1.2371
C -1.2765 0.5708 0.8178
C -2.2638 -0.5842 0.6823
O -1.7071 1.4832 1.8236
H 2.4557 1.8446 -0.4623
H 0.8720 2.4951 -0.0290
H 1.0116 1.2593 -1.2878
H 2.1614 0.0890 1.1450
H 0.0896 -0.6556 2.0381
H -1.2008 1.0904 -0.1505
H -2.3463 -1.1053 1.6425
H -1.9372 -1.2980 -0.0815
H -3.2593 -0.2180 0.3993
H -2.5884 1.7872 1.5721
C 1.4490 -1.7893 -1.9530
H 2.4539 -1.3577 -1.9569
H 0.8848 -1.3919 -2.8006
H 1.5247 -2.8751 -2.0436
H 0.9422 -1.5324 -1.0201
*
```

As for the highest occupied orbital energy: -9.48 eV. As for the HOMO-LUMO gap: 10.4 eV. Its SMILES is C/C=C\[C@@H](C)O.C.

<b>
Here is a cluster of 2 separate species, C6H14O in total from the Open Molecules 2025 dataset. Energies are from ωB97M-V with the def2-TZVPD basis set.

Structure (ORCA input):
```
! RIJCOSX wB97M-V def2-TZVPD def2/J DEFGRID3
* xyz 0 1
C -1.4514 -1.1355 0.6443
C -0.9024 -0.2392 1.4726
C -0.6914 1.2471 1.1561
C -0.6793 1.5572 -0.3362
C 0.3999 0.8211 -1.1751
C 1.7661 0.6807 -0.4865
H -1.4366 -1.0979 -0.4335
H -2.0056 -1.9617 1.1144
H -0.6976 -0.4818 2.5109
H -1.5804 1.7253 1.5847
H 0.2488 1.6806 1.5246
H -1.6519 1.3297 -0.7789
H -0.4229 2.5809 -0.5845
H 0.6225 1.2685 -2.1504
H 0.0419 -0.1931 -1.3930
H 1.6388 0.3205 0.5317
H 2.4612 1.5448 -0.5077
H 2.3776 0.0360 -1.1695
O 1.0132 -3.2924 -0.4352
H 0.4960 -3.7497 -1.0962
H 0.4533 -2.6414 0.0072
*
```

As for the highest occupied orbital energy: -9.74 eV. As for the HOMO-LUMO gap: 10.7 eV. Its SMILES is C=CCCCC.O.

Most stable: <a>

<a>
Here is the molecule C6H14O from the Open Molecules 2025 dataset. Energies are from ωB97M-V with the def2-TZVPD basis set.

Structure (ORCA input):
```
! RIJCOSX wB97M-V def2-TZVPD def2/J DEFGRID3
* xyz 0 1
C -2.1109 1.3527 -0.6052
C -0.7355 1.1306 0.0445
C -0.2476 -0.3111 -0.0303
C -1.2413 -1.3055 0.6446
C 1.1581 -0.4021 0.6189
C 2.2003 -0.6587 -0.4791
O 3.5613 -0.5628 -0.1095
H -2.2392 0.8677 -1.5718
H -2.9289 1.0527 0.0500
H -2.2901 2.4199 -0.7713
H -0.9177 1.3560 1.1096
H -0.0001 1.8961 -0.2033
H -0.2116 -0.5256 -1.1050
H -1.6331 -0.8393 1.5392
H -1.9790 -1.5445 -0.1225
H -0.6845 -2.2348 0.7485
H 1.4185 0.6074 0.9742
H 1.2170 -1.0341 1.5002
H 1.9487 0.0098 -1.3082
H 1.9984 -1.6659 -0.8606
H 3.7171 0.3913 -0.0629
*
```

As for the highest occupied orbital energy: -10.16 eV. As for the HOMO-LUMO gap: 11.1 eV. Its SMILES is CC[C@H](C)CCO.

<b>
Here is a cluster of 3 separate species, C6H14O in total from the Open Molecules 2025 dataset. Energies are from ωB97M-V with the def2-TZVPD basis set.

Structure (ORCA input):
```
! RIJCOSX wB97M-V def2-TZVPD def2/J DEFGRID3
* xyz 0 1
C -1.4807 0.8252 1.6557
C -1.6140 0.5844 0.1697
C -0.2559 0.1504 -0.2212
C -0.0198 -1.2412 0.1483
C 0.8388 0.8660 -0.6140
C 2.2531 0.5772 -0.4205
H -2.1241 1.6593 1.9839
H -0.4639 1.0172 1.8632
H -1.7972 -0.0912 2.1942
H -2.2132 -0.3045 -0.0364
H -1.9945 1.2469 -0.6502
H -0.8852 -1.7882 0.5279
H 1.0018 -1.6106 0.1776
H 0.4124 -1.4601 2.0314
H 0.6786 1.8874 -0.9662
H 2.7976 0.4808 -1.3318
H 2.4324 -0.3203 0.1301
H 2.7019 1.3872 0.1414
H -0.7181 -1.5203 -2.0226
H 0.5085 -0.9515 -2.0662
O -0.0586 -1.3940 -2.6943
*
```

As for the highest occupied orbital energy: -8.39 eV. As for the HOMO-LUMO gap: 7.7 eV.

Most stable: <a>

<a>
Here is a cluster of 2 separate species, C4H11NO2 in total from the Open Molecules 2025 dataset. Energies are from ωB97M-V with the def2-TZVPD basis set.

Structure (ORCA input):
```
! RIJCOSX wB97M-V def2-TZVPD def2/J DEFGRID3
* xyz 0 1
C -1.0235 1.4111 -0.0678
C -1.2968 -0.0158 0.3060
C -2.5875 -0.7273 -0.2252
N -0.1242 -0.8478 -0.0625
C 1.0813 -0.6268 0.5265
O 2.1053 -0.7036 -0.1182
H -1.7469 2.0771 0.3516
H -1.0123 1.4937 -1.1552
H -0.0836 1.6519 0.3037
H -1.4089 -0.0071 1.4096
H -3.4570 -0.2753 0.2622
H -2.6581 -0.6051 -1.3185
H -2.5589 -1.8118 -0.0370
H -0.0524 -1.2691 -1.0180
H 1.0672 -0.4517 1.5705
O 4.8870 0.0847 -0.0481
H 3.9528 0.0742 0.1813
H 4.9165 0.5486 -0.8610
*
```

As for the highest occupied orbital energy: -9.90 eV. As for the HOMO-LUMO gap: 10.7 eV. Its SMILES is CC(C)NC=O.O.

<b>
Here is a cluster of 2 separate species, C4H11NO2 in total from the Open Molecules 2025 dataset. Energies are from ωB97M-V with the def2-TZVPD basis set.

Structure (ORCA input):
```
! RIJCOSX wB97M-V def2-TZVPD def2/J DEFGRID3
* xyz 0 1
C -1.9966 -0.0879 0.1229
C -0.7639 -0.7224 0.7648
C 0.1320 0.3372 1.4278
C 0.0774 -1.5212 -0.2168
N 0.3331 -0.8696 -1.4054
O 0.5303 -2.6214 0.0152
H -2.2744 -0.6249 -0.7822
H -1.8476 0.9600 -0.1733
H -2.8321 -0.0670 0.8279
H -1.0300 -1.4430 1.5391
H -0.4806 0.8192 2.2004
H 0.9930 -0.1027 1.9189
H 0.4610 1.0978 0.7107
H 0.3036 0.1346 -1.3942
H 0.8319 -1.3679 -2.1196
O 2.1860 2.0695 -0.9254
H 3.1060 2.0966 -0.6386
H 2.2710 1.9130 -1.8720
*
```

As for the highest occupied orbital energy: -9.46 eV. As for the HOMO-LUMO gap: 9.9 eV. Its SMILES is CC(C)C(N)=O.O.

<c>
Here is a cluster of 2 separate species, C4H11NO2 in total from the Open Molecules 2025 dataset. Energies are from ωB97M-V with the def2-TZVPD basis set.

Structure (ORCA input):
```
! RIJCOSX wB97M-V def2-TZVPD def2/J DEFGRID3
* xyz 0 1
C 0.6515 -0.0161 -1.9499
C -0.1178 -0.3560 -0.7613
O -0.0929 -1.4367 -0.2229
N -0.5151 0.7693 0.0372
C -1.0340 0.4790 1.2760
C -0.5165 2.0707 -0.5474
H -0.0618 0.5632 -2.7386
H 0.9444 -0.9889 -2.5033
H 1.5854 0.6467 -1.7831
H -2.1070 0.1442 1.1059
H -0.4628 -0.2899 1.7665
H -1.1782 1.4581 1.7994
H -0.9296 1.9115 -1.5333
H 0.4963 2.6526 -0.6113
H -1.2705 2.7387 -0.1051
O 1.8409 -3.4228 2.5664
H 1.2173 -4.1214 2.3615
H 1.5505 -2.8022 1.8431
*
```

As for the highest occupied orbital energy: -9.03 eV. As for the HOMO-LUMO gap: 9.7 eV. Its SMILES is CC(=O)N(C)C.O.

Most stable: <b>

<a>
Here is a cluster of 3 separate species, C4H11NO2 in total from the Open Molecules 2025 dataset. Energies are from ωB97M-V with the def2-TZVPD basis set.

Structure (ORCA input):
```
! RIJCOSX wB97M-V def2-TZVPD def2/J DEFGRID3
* xyz 0 1
C 2.1378 -1.1956 0.2902
C 1.0048 -0.6747 -0.2178
C -0.2735 -0.7934 0.4987
C -1.0561 0.2847 0.9014
N -0.8578 -2.0414 0.5238
H 3.0779 -0.8213 -0.0897
H 2.0415 -1.9507 1.0578
H 1.0307 -0.1386 -1.1571
H -0.7116 0.9254 1.7102
H -1.9923 0.6180 0.4856
H -1.3771 -2.2953 1.3367
H -0.2513 -2.8256 0.3131
O -2.3364 0.0405 -2.2749
H -2.1398 0.9799 -2.2432
H -1.7333 -0.3189 -1.6194
O 1.3378 3.1258 0.3400
H 0.5055 3.0363 -0.1234
H 1.5929 4.0448 0.2679
*
```

As for the highest occupied orbital energy: -7.34 eV. As for the HOMO-LUMO gap: 7.6 eV. Its SMILES is C=CC(=C)N.O.O.

<b>
Here is a cluster of 2 separate species, C4H11NO2 in total from the Open Molecules 2025 dataset. Energies are from ωB97M-V with the def2-TZVPD basis set.

Structure (ORCA input):
```
! RIJCOSX wB97M-V def2-TZVPD def2/J DEFGRID3
* xyz 0 1
C 3.2168 -1.1090 0.0508
N 2.5766 0.2903 -0.2043
C 1.2640 0.3491 0.0314
C 0.7047 1.6389 0.0525
O 0.6081 -0.7187 0.1367
H 2.3265 -1.9381 0.0884
H 3.9657 -1.1478 -0.6785
H 3.6091 -1.1302 1.1005
H 3.0034 1.2588 0.0844
H 1.4276 2.2903 -0.4053
H 0.3705 2.1915 0.8958
H -0.2632 1.4852 -0.4626
C -4.2534 -0.1767 0.3906
O -3.3529 -0.3140 -0.6261
H -5.1708 -0.1056 -0.2649
H -4.2664 -0.9125 1.2770
H -4.1343 0.9760 0.8554
H -2.5396 -0.9521 -0.2965
*
```

As for the highest occupied orbital energy: -9.52 eV. As for the HOMO-LUMO gap: 10.3 eV. Its SMILES is CNC(C)=O.CO.

Most stable: <b>